Entry 1:
This record from the Open Molecules 2025 dataset describes C5H9N3 as an isolated structure. The level of theory is ωB97M-V with the def2-TZVPD basis set.

Element x y z (Å)
C -1.4759 0.8468 0.5612
C -1.8917 -0.5624 0.2922
C 1.3429 -1.0102 0.2541
C 1.0118 1.2021 -0.3182
C -0.4278 0.8621 -0.4153
H -2.1369 1.8231 0.4375
H -1.1856 0.8891 1.8306
H -2.6803 -0.7875 -0.4560
H -1.6663 -1.3650 1.0397
H 1.9498 -1.6393 0.8212
H 2.6683 0.3825 0.6209
H 1.6480 1.1576 -1.2431
H 1.3477 2.1850 -0.0083
H -0.6811 1.3116 -1.3888
N -0.7773 -0.5315 -0.6813
N 0.3623 -1.4943 -0.3424
N 1.7551 0.3134 0.4670

DFT total energy	-360.00439	hartree
E_HOMO	-8.0	eV
relative energy (zero: lowest compared OMol25 entry of this formula, charge and spin)	506.4	kJ/mol


Entry 2:
This record from the Open Molecules 2025 dataset describes C21H31BaIN3O2S3Se2 as an isolated structure. The level of theory is ωB97M-V with the def2-TZVPD basis set.

Element x y z (Å)
Ba -0.4734 -0.0441 -0.6066
C 1.6606 1.0454 -3.1186
C 2.1560 -0.3761 -2.7929
S 0.9650 -1.6972 -2.3318
C -0.1873 -1.6312 -3.7495
C -1.6867 -1.6459 -3.4051
S -2.4939 -0.2760 -2.4699
C -1.5992 1.2061 -3.1079
C -0.8453 2.0687 -2.0689
S 0.9861 2.0160 -1.7244
H 1.0105 1.0742 -3.9915
H 2.5486 1.6106 -3.4296
H 2.8903 -0.3221 -1.9806
H 2.7021 -0.7536 -3.6654
H 0.0214 -2.5364 -4.3325
H 0.0486 -0.8049 -4.4206
H -1.9178 -2.5666 -2.8565
H -2.2404 -1.7160 -4.3489
H -2.4236 1.8335 -3.4717
H -1.0219 0.9899 -4.0039
H -1.3408 1.9955 -1.0939
H -0.9882 3.1105 -2.3832
O -0.8378 -5.6750 2.6006
C 0.0191 -5.2113 1.5923
C 1.1955 -4.3897 2.1897
C 2.0567 -5.3042 3.1132
O 1.3172 -5.8234 4.1897
C 0.6743 -3.1931 3.0473
Se -0.5567 -1.9514 2.1704
C 2.1460 -3.9176 1.0442
Se 1.3477 -2.8758 -0.4073
H -1.5389 -6.2088 2.1441
H -0.5680 -4.5801 0.8911
H 0.4291 -6.0787 1.0262
H 2.9468 -4.7462 3.4919
H 2.4617 -6.1635 2.5356
H 1.5044 -5.2518 4.9794
H 1.5328 -2.6090 3.4427
H 0.1082 -3.5770 3.9217
H 2.5900 -4.8074 0.5471
H 2.9852 -3.3243 1.4671
N 0.5637 2.3092 0.5166
C 0.9911 3.2792 0.9802
C 1.5224 4.4853 1.5569
C 0.8328 5.1320 2.5917
C 1.3506 6.3046 3.1515
C 2.5565 6.8329 2.6797
C 3.2461 6.1891 1.6473
C 2.7308 5.0163 1.0854
H -0.1022 4.7305 2.9640
H 0.8176 6.8034 3.9505
H 2.9562 7.7402 3.1137
H 4.1793 6.5986 1.2828
H 3.2725 4.5249 0.2860
I -7.3857 0.5498 -0.1822
C -5.3704 1.0683 -0.5128
C -4.8981 2.2479 -0.9067
N -3.5028 2.1364 -0.9949
N -3.1505 0.8648 -0.6453
C -4.2008 0.1945 -0.3533
H -5.4700 3.1398 -1.1236
H -2.8373 2.8723 -1.2729
H -4.2003 -0.8417 -0.0435
H -1.4871 0.9290 1.5935

DFT total energy	-7453.82634	hartree
E_HOMO	-1.5	eV
net charge	-1
relative energy (zero: lowest compared OMol25 entry of this formula, charge and spin)	0.0	kJ/mol


Entry 3:
This record from the Open Molecules 2025 dataset describes one molecule with the formula C2H3F2P. The level of theory is ωB97M-V with the def2-TZVPD basis set.

Element x y z (Å)
C 1.2739 -0.3664 -0.2130
C 0.2760 0.4224 0.0806
P -1.3307 0.1341 -0.6399
F -2.1481 1.0472 0.4582
F -1.7563 -1.2816 0.2723
H 2.2061 0.0097 0.0841
H 1.1134 -1.1130 -0.8829
H 0.3657 1.1476 0.8405

DFT total energy	-619.10022	hartree
E_HOMO	-10.5	eV
SMILES	C=CP(F)F
relative energy (zero: lowest compared OMol25 entry of this formula, charge and spin)	18.6	kJ/mol


Entry 4:
This record from the Open Molecules 2025 dataset describes a 2-piece molecular cluster, C7H12 overall. The level of theory is ωB97M-V with the def2-TZVPD basis set.

Element x y z (Å)
C 0.6964 0.9110 -1.6497
C -0.0198 -0.1926 -0.8320
C -1.0508 0.5205 0.0560
C -1.8424 -0.6058 0.7611
C -0.5895 -0.8103 1.5675
C 0.0042 0.5107 1.2276
C 0.5397 -0.7114 0.5244
H 1.4850 0.5730 -2.3314
H 1.1128 1.7094 -1.0214
H -0.0678 1.3865 -2.2854
H -0.3893 -0.9439 -1.5438
H -1.5552 1.4094 -0.3197
H -2.0990 -1.4694 0.1342
H -2.7139 -0.2556 1.3121
H -0.4629 -1.3235 2.5188
H 0.5169 1.2785 1.7948
H 1.3913 -1.3500 0.7011
H 2.6531 -0.2270 -0.7134
H 2.8308 -0.3499 -0.0126

DFT total energy	-273.76905	hartree
E_HOMO	-9.5	eV
SMILES	C[C@@H]1[C@H]2C[C@@H]3[C@H]2[C@H]13.[H][H]
relative energy (zero: lowest compared OMol25 entry of this formula, charge and spin)	366.3	kJ/mol


What is the DFT total energy in the third record?
-619.10022 hartree


Which value of DFT total energy does entry 4 give?
-273.76905 hartree